# 1
C44H120N8O12 | ωB97M-V with the def2-TZVPD basis set

Structure (SMILES): COC[C@H](C)N.COC[C@H](C)N.COC[C@H](C)N.COC[C@H](C)N.COC[C@H](C)N.COC[C@H](C)N.COC[C@H](C)N.COC[C@H](C)N.CC(C)O.CC(C)O.CC(C)O.CC(C)O
LUMO energy, eV: 0.56
DFT total energy, Eh: -3089.10289
ΔE to the lowest compared entry with this formula, charge and spin, kcal per mole: 73.7
Charge: 0

Each line ends with the Mulliken charge.
Atoms and positions in Å:
C1 -2.45 -27.43 6.90  -0.642
O1 -2.94 -27.09 5.58  0.272
C2 -3.82 -28.12 5.09  -1.158
C3 -4.55 -27.76 3.79  1.434
C4 -5.52 -26.58 3.89  -1.304
N1 -5.22 -28.95 3.27  -0.760
H1 -1.66 -28.18 6.85  0.408
H2 -3.23 -27.55 7.65  0.442
H3 -2.01 -26.50 7.26  -0.412
H4 -3.18 -28.99 4.93  0.356
H5 -4.53 -28.25 5.91  0.377
H6 -3.90 -27.38 3.00  -0.410
H7 -4.98 -25.71 4.26  0.060
H8 -6.38 -26.82 4.52  0.415
H9 -5.93 -26.28 2.92  0.377
H10 -4.53 -29.69 3.28  0.274
H11 -5.97 -29.20 3.90  0.299
C5 -2.66 -25.92 0.82  -0.774
O2 -1.81 -26.83 1.57  -0.545
C6 -1.36 -26.26 2.82  0.800
C7 -0.18 -27.10 3.35  -0.045
C8 0.60 -26.44 4.42  -0.153
N2 0.78 -27.43 2.26  -0.755
H12 -3.15 -26.55 0.07  0.322
H13 -2.05 -25.11 0.43  0.357
H14 -3.49 -25.57 1.42  0.210
H15 -0.92 -25.32 2.50  0.502
H16 -2.16 -26.14 3.55  -0.563
H17 -0.58 -28.05 3.71  -0.023
H18 0.98 -25.45 4.18  0.189
H19 1.33 -27.14 4.82  0.342
H20 -0.02 -26.14 5.27  -0.534
H21 0.24 -27.61 1.43  0.355
H22 1.25 -26.56 2.07  0.287
C9 -0.33 -22.82 4.65  -0.479
O3 -1.64 -22.55 5.14  -0.560
C10 -2.42 -23.72 5.33  0.355
C11 -3.80 -23.36 5.94  0.821
C12 -4.48 -22.34 5.04  -1.830
N3 -3.71 -22.73 7.21  -0.384
H23 0.42 -23.27 5.30  -0.109
H24 0.14 -21.87 4.41  0.440
H25 -0.44 -23.36 3.71  0.371
H26 -2.53 -24.19 4.35  -0.056
H27 -1.86 -24.46 5.89  -0.277
H28 -4.44 -24.24 6.01  0.101
H29 -4.14 -21.31 5.18  0.458
H30 -5.55 -22.29 5.21  0.449
H31 -4.35 -22.64 4.00  0.362
H32 -2.84 -22.26 7.42  -0.010
H33 -4.45 -22.06 7.34  0.269
C13 4.62 -25.80 11.05  -0.106
O4 3.75 -25.40 12.07  -0.290
C14 3.17 -26.48 12.83  0.196
C15 4.28 -27.22 13.69  0.485
C16 3.75 -28.47 14.40  -1.606
N4 4.69 -26.32 14.83  -0.843
H34 5.49 -26.34 11.44  0.470
H35 5.03 -24.99 10.44  -0.295
H36 4.14 -26.54 10.41  -0.014
H37 2.43 -25.97 13.45  0.490
H38 2.71 -27.21 12.16  -0.557
H39 5.16 -27.54 13.15  0.269
H40 2.83 -28.37 14.97  0.404
H41 4.49 -28.96 15.03  0.438
H42 3.50 -29.22 13.65  0.231
H43 4.73 -25.42 14.37  0.323
H44 3.81 -26.33 15.33  0.339
C17 4.10 -25.90 3.91  -0.344
O5 3.80 -24.53 3.73  -0.404
C18 4.55 -23.67 4.65  0.119
C19 4.28 -22.14 4.37  0.585
C20 4.63 -21.66 2.93  -1.555
N5 4.92 -21.25 5.32  -0.601
H45 5.15 -26.10 3.70  0.403
H46 3.62 -26.59 3.22  0.361
H47 3.80 -26.23 4.90  -0.180
H48 4.25 -23.86 5.68  -0.165
H49 5.61 -23.90 4.61  0.365
H50 3.20 -22.02 4.35  -0.055
H51 3.99 -22.23 2.27  0.291
H52 5.64 -21.86 2.58  0.364
H53 4.41 -20.60 2.79  0.416
H54 5.91 -21.45 5.28  0.327
H55 4.66 -21.54 6.25  0.104
C21 0.77 -23.79 11.68  -0.895
O6 -0.27 -24.55 11.09  0.252
C22 -1.29 -25.01 12.01  -1.221
C23 -2.39 -25.78 11.29  1.885
C24 -2.83 -25.02 10.03  -0.867
N6 -3.58 -25.95 12.08  -0.734
H56 1.19 -24.36 12.51  0.369
H57 0.40 -22.85 12.09  0.249
H58 1.51 -23.43 10.97  -0.131
H59 -1.00 -25.66 12.84  0.354
H60 -1.74 -24.17 12.54  0.389
H61 -1.95 -26.74 11.00  -0.964
H62 -3.15 -24.00 10.23  0.073
H63 -3.67 -25.52 9.54  0.606
H64 -2.07 -25.03 9.25  -0.437
H65 -4.03 -25.04 12.09  0.297
H66 -3.32 -25.99 13.05  0.294
C25 2.30 -32.67 8.77  -0.733
O7 3.50 -32.16 9.39  -0.360
C26 4.27 -31.23 8.59  -0.481
C27 5.56 -30.96 9.44  -0.070
C28 5.32 -30.25 10.77  -1.418
N7 6.53 -30.20 8.68  -0.593
H67 1.61 -31.89 8.48  0.231
H68 1.84 -33.47 9.35  0.241
H69 2.54 -33.04 7.77  0.362
H70 4.54 -31.60 7.60  0.591
H71 3.76 -30.28 8.39  -0.003
H72 5.93 -31.97 9.65  0.519
H73 4.57 -30.74 11.39  0.471
H74 5.10 -29.20 10.58  0.092
H75 6.16 -30.35 11.46  0.538
H76 6.83 -30.82 7.94  0.332
H77 7.34 -30.11 9.28  0.192
C29 -0.84 -21.63 9.13  0.771
O8 -0.97 -20.32 9.62  -0.510
C30 -1.27 -20.16 11.04  -0.553
C31 -2.74 -20.55 11.39  1.428
C32 -3.76 -19.98 10.42  -1.582
N8 -3.11 -20.10 12.70  -0.716
H78 0.01 -22.23 9.45  -0.493
H79 -0.77 -21.59 8.04  0.359
H80 -1.75 -22.20 9.32  -0.478
H81 -0.64 -20.79 11.67  0.213
H82 -1.00 -19.14 11.32  0.496
H83 -2.90 -21.63 11.30  -0.725
H84 -3.58 -20.31 9.40  0.200
H85 -3.66 -18.89 10.42  0.374
H86 -4.75 -20.28 10.73  0.481
H87 -4.10 -19.93 12.74  0.305
H88 -2.69 -19.19 12.80  0.312
C33 4.61 -21.96 10.34  -1.387
C34 4.36 -22.30 8.88  2.043
C35 3.09 -21.61 8.25  -0.532
O9 5.56 -22.05 8.19  -0.590
H89 3.76 -22.38 10.88  0.143
H90 4.71 -20.89 10.51  0.533
H91 5.49 -22.48 10.71  0.370
H92 4.24 -23.38 8.78  -0.956
H93 2.24 -22.15 8.68  -0.398
H94 2.97 -21.77 7.18  0.041
H95 3.00 -20.56 8.53  0.500
H96 5.78 -21.13 8.33  0.341
C36 6.29 -27.72 6.37  -1.101
C37 6.61 -26.91 7.59  0.493
C38 6.31 -25.43 7.41  -0.904
O10 6.00 -27.42 8.75  -0.219
H97 6.92 -27.28 5.59  0.500
H98 5.24 -27.61 6.10  0.047
H99 6.45 -28.76 6.63  0.252
H100 7.66 -26.96 7.88  0.299
H101 6.76 -25.09 6.48  0.519
H102 6.69 -24.78 8.19  0.388
H103 5.24 -25.24 7.34  -0.325
H104 6.07 -28.38 8.75  0.095
C39 -0.52 -31.04 11.33  -1.620
C40 -0.09 -29.75 10.64  1.489
C41 1.40 -29.53 10.90  0.772
O11 -0.29 -29.88 9.27  -0.671
H105 -0.47 -31.05 12.42  0.384
H106 0.05 -31.91 11.00  0.260
H107 -1.56 -31.29 11.11  0.448
H108 -0.61 -28.88 11.04  -0.539
H109 1.68 -28.51 10.63  -0.933
H110 2.10 -30.17 10.35  -0.489
H111 1.56 -29.58 11.98  0.409
H112 0.05 -29.08 8.86  0.277
C42 2.53 -27.01 8.27  0.024
C43 1.56 -25.95 8.92  2.241
C44 1.04 -24.94 7.90  0.954
O12 0.42 -26.57 9.50  1.067
H113 2.13 -27.43 7.35  0.248
H114 2.89 -27.77 8.97  -0.453
H115 3.41 -26.52 7.86  -0.511
H116 2.14 -25.40 9.67  -0.970
H117 0.32 -24.25 8.34  -0.562
H118 0.43 -25.48 7.18  -0.586
H119 1.88 -24.41 7.46  -0.156
H120 0.19 -25.89 10.14  -0.439

---

# 2
C44H121N11O11 | ωB97M-V with the def2-TZVPD basis set

Structure (SMILES): COC[C@H](C)N.COC[C@H](C)N.COC[C@H](C)N.COC[C@H](C)N.COC[C@H](C)N.COC[C@H](C)N.COC[C@H](C)N.COC[C@H](C)N.COC[C@H](C)N.COC[C@H](C)N.COC[C@H](C)N
LUMO energy, eV: 0.58
DFT total energy, Eh: -3178.73748
ΔE to the lowest compared entry with this formula, charge and spin, kcal per mole: 31.9
Charge: 0

Each line ends with the Mulliken charge.
Atoms and positions in Å:
C1 10.96 23.12 -16.86  -0.763
O1 10.20 21.94 -16.67  -0.287
C2 9.50 21.56 -17.86  -1.027
C3 8.57 20.44 -17.44  1.028
C4 9.28 19.15 -17.08  -0.455
N1 7.66 20.20 -18.56  -0.648
H1 10.26 23.90 -17.18  0.316
H2 11.80 22.96 -17.54  0.284
H3 11.40 23.42 -15.91  0.241
H4 8.98 22.42 -18.29  0.473
H5 10.26 21.16 -18.54  0.352
H6 7.95 20.82 -16.62  -0.157
H7 10.12 19.39 -16.43  0.496
H8 9.55 18.57 -17.96  0.147
H9 8.57 18.55 -16.50  -0.342
H10 7.19 21.04 -18.88  0.288
H11 6.90 19.53 -18.43  0.031
C5 11.65 14.39 -25.03  -0.569
O2 12.59 14.24 -26.07  -0.390
C6 12.49 15.26 -27.04  -0.441
C7 13.73 15.16 -27.93  -0.006
C8 14.01 13.76 -28.46  -1.322
N2 14.94 15.52 -27.14  -0.694
H12 11.48 15.41 -24.68  0.249
H13 11.92 13.77 -24.18  -0.099
H14 10.67 14.02 -25.37  0.478
H15 11.61 15.13 -27.70  0.355
H16 12.45 16.23 -26.55  0.343
H17 13.76 15.93 -28.71  0.546
H18 13.12 13.37 -28.97  0.333
H19 14.31 13.09 -27.66  0.229
H20 14.82 13.80 -29.19  0.412
H21 15.10 16.52 -27.18  0.269
H22 14.83 15.24 -26.17  0.186
C9 3.93 19.70 -18.50  -0.917
O3 4.42 19.56 -17.19  -0.024
C10 3.40 19.66 -16.24  -0.898
C11 3.97 19.38 -14.83  0.215
C12 5.01 20.42 -14.41  -1.191
N3 4.66 18.06 -14.84  -0.302
H23 4.73 20.04 -19.16  0.233
H24 3.16 20.48 -18.54  0.344
H25 3.51 18.78 -18.91  0.301
H26 2.76 20.55 -16.29  0.534
H27 2.63 18.87 -16.30  0.371
H28 3.19 19.39 -14.06  0.488
H29 5.96 20.28 -14.93  -0.162
H30 5.27 20.44 -13.35  0.398
H31 4.62 21.41 -14.69  0.446
H32 5.15 18.11 -15.73  0.236
H33 3.88 17.39 -14.93  0.177
C13 8.65 11.91 -20.96  0.086
O4 8.34 11.99 -22.34  -0.377
C14 7.21 11.23 -22.74  -0.802
C15 6.60 11.84 -23.99  2.280
C16 5.39 11.07 -24.47  -1.627
N4 7.66 11.92 -25.01  -0.807
H34 9.56 12.44 -20.73  -0.432
H35 8.72 10.86 -20.67  0.572
H36 7.79 12.35 -20.45  -0.092
H37 7.56 10.21 -22.89  0.487
H38 6.46 11.30 -21.93  0.083
H39 6.27 12.85 -23.71  -0.937
H40 5.63 10.01 -24.55  0.420
H41 5.07 11.39 -25.47  0.429
H42 4.52 11.17 -23.82  0.228
H43 7.28 12.37 -25.84  0.336
H44 8.29 12.64 -24.64  0.130
C17 1.18 16.68 -14.40  -0.968
O5 2.41 16.23 -14.92  -0.390
C18 2.51 14.82 -15.04  -1.184
C19 3.88 14.42 -15.56  1.662
C20 4.19 15.03 -16.93  -0.697
N5 4.06 12.98 -15.54  -0.684
H45 1.12 17.73 -14.70  0.298
H46 1.07 16.56 -13.32  0.285
H47 0.34 16.14 -14.86  0.375
H48 2.33 14.34 -14.07  0.381
H49 1.72 14.55 -15.76  0.443
H50 4.61 14.88 -14.88  -0.317
H51 4.08 16.11 -16.81  -0.032
H52 3.44 14.66 -17.63  0.096
H53 5.20 14.78 -17.24  0.147
H54 5.01 12.74 -15.80  -0.045
H55 3.89 12.58 -14.63  0.344
C21 11.24 17.32 -21.67  -0.533
O6 10.20 16.77 -20.91  -0.195
C22 9.50 15.69 -21.47  1.313
C23 7.98 15.77 -21.24  0.017
C24 7.62 15.70 -19.77  -0.797
N6 7.19 14.87 -22.07  0.700
H56 11.70 18.11 -21.08  0.254
H57 10.92 17.71 -22.64  0.251
H58 12.01 16.57 -21.87  0.063
H59 9.74 15.63 -22.54  -1.037
H60 9.89 14.73 -21.11  -0.278
H61 7.81 16.80 -21.61  0.552
H62 6.55 15.89 -19.63  0.271
H63 8.17 16.42 -19.17  -0.058
H64 7.90 14.71 -19.40  -0.053
H65 7.25 15.12 -23.05  -0.220
H66 7.61 13.94 -22.01  -0.256
C25 10.54 10.46 -18.53  -0.467
O7 9.17 10.42 -18.24  -0.351
C26 8.80 11.15 -17.09  -0.373
C27 7.32 11.13 -16.83  0.086
C28 6.58 11.97 -17.87  -1.079
N7 6.95 11.73 -15.53  -0.595
H67 11.17 10.08 -17.72  0.466
H68 10.91 11.49 -18.70  -0.061
H69 10.66 9.91 -19.46  0.313
H70 9.32 10.76 -16.20  0.333
H71 9.20 12.17 -17.18  0.159
H72 6.86 10.14 -16.84  0.545
H73 5.49 11.99 -17.81  0.619
H74 6.76 11.52 -18.86  0.258
H75 7.03 12.96 -17.99  -0.081
H76 7.37 11.17 -14.79  0.328
H77 7.39 12.65 -15.42  0.003
C29 3.54 12.73 -19.81  0.560
O8 3.16 13.78 -20.66  -0.249
C30 2.97 13.35 -22.00  -0.148
C31 2.95 14.58 -22.87  0.531
C32 3.03 14.22 -24.36  -1.118
N8 4.04 15.52 -22.63  -0.685
H78 3.68 13.13 -18.81  -0.423
H79 4.53 12.33 -20.08  -0.292
H80 2.81 11.91 -19.82  0.319
H81 3.82 12.72 -22.27  -0.271
H82 2.06 12.75 -22.10  0.378
H83 2.00 15.11 -22.75  0.266
H84 2.86 15.09 -25.00  0.324
H85 2.28 13.46 -24.59  0.402
H86 4.00 13.79 -24.63  0.025
H87 4.23 15.58 -21.63  0.288
H88 4.91 15.14 -22.97  0.083
C33 4.92 18.34 -27.49  -0.782
O9 5.52 17.24 -26.82  -0.289
C34 6.92 17.25 -26.75  -0.958
C35 7.42 16.73 -25.41  0.242
C36 8.93 16.65 -25.25  -0.550
N9 6.90 15.38 -25.11  -0.490
H89 4.76 19.23 -26.88  0.286
H90 4.03 17.89 -27.93  0.254
H91 5.57 18.68 -28.31  0.336
H92 7.32 16.64 -27.58  0.247
H93 7.36 18.25 -26.89  0.552
H94 7.06 17.39 -24.61  0.315
H95 9.20 16.25 -24.28  -0.423
H96 9.44 17.59 -25.48  0.582
H97 9.34 16.04 -26.07  0.217
H98 7.17 14.82 -25.92  0.282
H99 5.88 15.41 -25.22  0.150
C37 9.35 15.72 -16.44  -0.286
O10 8.68 15.07 -15.39  -0.492
C38 7.72 15.89 -14.75  -0.017
C39 8.33 16.99 -13.85  0.484
C40 9.18 16.43 -12.73  -1.614
N10 7.19 17.74 -13.27  -0.608
H100 10.11 15.09 -16.91  0.305
H101 9.75 16.69 -16.17  0.383
H102 8.64 15.84 -17.28  -0.078
H103 7.17 16.42 -15.55  0.079
H104 6.99 15.29 -14.21  0.317
H105 8.85 17.74 -14.45  0.086
H106 8.55 15.74 -12.15  0.376
H107 9.55 17.17 -12.02  0.400
H108 9.97 15.77 -13.11  0.297
H109 6.68 17.16 -12.61  0.368
H110 6.56 17.94 -14.05  0.083
C41 14.92 15.13 -23.38  -1.007
O11 13.88 14.65 -22.55  -0.061
C42 14.01 13.30 -22.14  -1.186
C43 12.80 12.86 -21.34  2.064
C44 12.83 13.39 -19.90  -1.319
N11 12.68 11.38 -21.28  -0.582
H111 15.73 15.49 -22.74  0.404
H112 14.49 16.01 -23.87  0.229
H113 15.31 14.45 -24.13  0.383
H114 14.04 12.74 -23.09  0.462
H115 14.95 12.96 -21.67  0.384
H116 11.88 13.20 -21.81  -1.048
H117 13.84 13.32 -19.48  0.469
H118 12.06 12.96 -19.27  0.085
H119 12.55 14.45 -19.91  0.243
H120 13.10 11.06 -20.41  0.288
H121 13.22 10.97 -22.03  0.252

---

no.,orbital gap (eV)
1,9.4
2,9.0